{"formula": "CH3NOP2S", "method": "wB97M-V/def2-TZVPD", "total_charge": 0, "smiles": "[H]/N=C\\POP=S", "e_above_lowest_kcal_mol": 14.1, "max_force_ha_per_bohr": 0.02500, "mol_weight_g_mol": 139.06, "species": ["H", "N", "C", "P", "O", "P", "S", "H", "H"], "coordinates": [[1.3642, 0.7725, 0.1537], [1.0973, 0.8519, -0.8345], [-0.0680, 0.5295, -1.1340], [-1.4230, -0.1420, -0.0345], [-0.5308, -0.2021, 1.3704], [0.7443, -1.1039, 1.8551], [1.0683, -2.4732, 0.5336], [-0.3630, 0.6163, -2.1778], [-1.8892, 1.1511, 0.2679]], "forces_ev_per_a": [[-0.3267, -0.1297, -0.1702], [0.9703, 0.3843, 0.0233], [-0.7810, -0.2138, 0.0581], [0.5145, -0.1324, -0.0755], [0.5676, -0.1245, 0.8146], [-0.5649, -0.5771, -1.0001], [-0.0553, 0.5883, 0.6753], [-0.0567, 0.0422, -0.1943], [-0.2677, 0.1628, -0.1312]], "mulliken_charge": [0.2405, -0.4965, -0.0613, 0.1104, -0.2124, 0.2347, -0.2341, 0.3669, 0.0518]}